1.
# C16H17AsBrHgO2

A structure of composition C16H17AsBrHgO2 (wB97M-V/def2-TZVPD, the Open Molecules 2025 dataset).

Last column: natural (NBO) charge in e.
Element x y z (Å)
C  -0.234  1.122  -4.590  0.72
H  1.621  0.860  0.757  0.23
H  -0.459  3.702  3.322  0.23
O  -0.812  1.221  -5.631  -0.56
C  -2.112  2.092  1.161  -0.96
H  -2.693  3.008  1.262  0.23
O  0.015  2.050  -3.700  -0.26
H  1.130  2.939  3.221  0.23
H  -0.304  1.948  3.575  0.23
Br  1.969  -4.309  -2.648  0.07
C  0.145  -1.299  -4.820  -0.14
H  -2.327  1.432  2.000  0.23
C  1.092  -0.428  3.018  -0.24
H  -0.635  -2.733  4.791  0.21
H  -0.405  -1.192  -5.743  0.25
C  0.624  -2.532  -4.408  -0.24
C  1.074  -0.275  -2.845  -0.11
H  -2.172  -2.459  2.873  0.21
H  -1.621  -0.895  1.061  0.21
C  -0.394  -2.042  3.996  -0.22
H  2.015  0.136  3.058  0.21
Hg  -1.004  4.182  -2.041  0.11
H  1.468  -1.432  4.867  0.21
C  -1.256  -1.886  2.922  -0.20
C  -0.947  -1.001  1.902  -0.25
C  0.229  -0.254  1.938  0.06
C  0.367  -0.172  -4.033  -0.18
H  0.156  0.375  -0.098  0.23
H  2.099  -1.596  -1.503  0.23
C  1.552  -1.506  -2.429  -0.26
As  -0.209  2.560  1.083  0.87
C  0.070  2.801  3.011  -0.96
C  1.321  -2.625  -3.215  -0.06
H  0.456  -3.413  -5.009  0.23
C  0.784  -1.312  4.038  -0.21
C  0.540  0.727  0.863  -0.76
H  -2.405  1.606  0.230  0.23
H  1.262  0.600  -2.237  0.22

Results
- strongest force on any atom (eV/A) = 0.9
- energy relative to the best compared isomer or geometry (same formula, charge and spin) (kJ/mol) = 0.0
- ⟨S²⟩ = 0.76
- charge = 0
- spin multiplicity = 2
- HOMO-LUMO gap (spin up / spin down) (eV) = 8.5 / 5.0
- HOMO (spin up / spin down) (eV) = -8.32 / -8.28
- E (eV) = -156016.8214


2.
# C16H17AsBrMnN2O5S

A structure of composition C16H17AsBrMnN2O5S (wB97M-V/def2-TZVPD, the Open Molecules 2025 dataset).

Last column: natural (NBO) charge in e.
Element x y z (Å)
H  3.815  -1.262  -0.131  0.17
C  -2.724  3.028  1.577  -0.97
H  -0.005  -3.641  5.562  0.25
C  0.824  -0.046  -3.382  -0.31
H  -3.662  3.013  2.128  0.26
O  0.798  2.306  1.946  -0.46
O  0.158  -0.192  -1.140  -0.75
C  3.446  -0.719  -2.639  -0.08
H  -5.063  2.540  -0.561  0.25
H  0.703  0.204  3.820  0.21
O  5.286  -0.857  -4.602  -0.37
C  1.815  -0.138  -4.325  -0.10
C  2.787  -0.929  -0.312  0.45
C  -0.220  -2.576  2.371  0.02
H  -2.565  4.014  1.143  0.25
H  -0.978  1.848  -1.470  0.27
H  0.637  -1.241  5.817  0.25
C  -4.681  1.560  -0.274  -0.96
C  0.424  -0.835  3.732  0.07
N  0.124  -1.289  2.510  -0.44
O  2.038  -0.865  0.679  -0.60
H  -0.192  0.197  -3.658  0.23
H  -0.465  -2.918  1.372  0.22
C  2.441  -0.620  -1.659  -0.33
H  -1.754  3.451  -1.255  0.25
C  1.112  -0.275  -2.021  0.51
H  -4.783  0.861  -1.100  0.26
Mn  0.170  -0.309  0.739  0.72
H  -2.544  2.190  -2.233  0.26
C  0.033  -2.979  4.708  -0.15
H  -1.904  2.786  2.250  0.26
C  -0.276  -3.449  3.441  -0.12
C  0.387  -1.649  4.848  -0.22
H  1.610  0.039  -5.371  0.26
C  -1.918  2.380  -1.363  -0.97
O  3.836  -0.356  -6.117  -0.36
H  -5.227  1.184  0.589  0.26
H  4.460  -0.988  -2.376  0.26
C  0.552  1.299  1.480  0.63
N  4.168  -0.567  -4.971  0.54
As  -2.830  1.710  0.184  1.49
C  3.121  -0.471  -3.940  -0.04
Br  -0.765  -5.230  3.155  0.14
S  -2.188  -0.212  0.850  -0.54

Results
- strongest force on any atom (eV/A) = 0.4
- energy relative to the best compared isomer or geometry (same formula, charge and spin) (kJ/mol) = 0.0
- ⟨S²⟩ = 0.76
- charge = +1
- spin multiplicity = 2
- HOMO-LUMO gap (spin up / spin down) (eV) = 8.4 / 8.2
- HOMO (spin up / spin down) (eV) = -11.68 / -11.54
- E (eV) = -203114.3529


3.
# C16H17BF4NO11P2RhTe

A structure of composition C16H17BF4NO11P2RhTe (wB97M-V/def2-TZVPD, the Open Molecules 2025 dataset).

Last column: natural (NBO) charge in e.
Element x y z (Å)
N  -5.021  -2.713  -3.679  0.52
H  -1.131  4.564  -4.903  0.50
C  -4.529  -1.200  -1.775  -0.16
P  -0.543  4.310  -1.002  2.56
H  4.109  -0.799  1.080  0.26
H  1.839  -1.545  7.302  0.21
H  3.949  -2.539  1.277  0.22
C  1.748  -0.984  2.515  -0.33
P  -1.560  3.096  -3.405  2.56
H  2.879  -2.875  6.780  0.21
F  3.801  0.092  -1.255  -0.58
C  -2.253  -0.394  -1.391  0.49
F  2.539  1.681  -2.422  -0.58
H  -2.627  3.857  -1.348  0.53
O  -0.603  4.159  -2.634  -1.13
B  3.855  1.083  -2.273  1.37
F  4.204  0.489  -3.503  -0.57
C  3.308  -1.666  4.209  -0.23
H  -2.473  -2.347  -4.224  0.23
H  -1.124  -1.044  2.495  0.22
C  -2.780  -1.826  -3.324  -0.10
C  -0.605  -0.304  3.113  -0.67
Te  1.241  -0.713  0.467  0.42
H  -1.214  -0.110  3.998  0.20
O  0.453  -0.586  -2.530  -0.62
Rh  0.394  1.240  -1.498  1.36
C  -0.510  -1.063  -3.100  0.48
O  0.079  5.589  -0.632  -1.13
C  0.773  -0.789  3.493  0.08
H  -0.550  0.612  2.519  0.25
H  -5.575  -1.248  -1.502  0.23
O  -1.345  3.622  -4.918  -1.00
C  1.086  -1.057  4.825  -0.26
H  -0.333  -1.536  -4.079  0.13
H  0.324  -0.904  5.586  0.19
H  5.098  -1.642  2.286  0.20
C  -4.090  -1.901  -2.925  -0.04
O  -2.958  3.306  -2.930  -1.17
O  -6.172  -2.798  -3.274  -0.43
C  -3.652  -0.465  -1.048  -0.29
C  2.671  -1.809  6.644  -0.62
C  4.108  -1.603  1.824  -0.65
H  3.555  -1.259  6.978  0.21
O  -4.596  -3.391  -4.605  -0.43
C  2.345  -1.502  5.202  -0.02
F  4.758  2.096  -1.916  -0.57
O  0.127  3.013  -0.512  -1.16
H  -3.972  0.099  -0.180  0.22
O  -0.972  1.718  -3.297  -1.20
C  3.034  -1.410  2.869  -0.02
O  -1.456  0.233  -0.648  -0.70
O  -2.092  4.253  -0.621  -1.05
H  4.308  -1.993  4.489  0.19
C  -1.853  -1.095  -2.595  -0.32

Results
- strongest force on any atom (eV/A) = 1.2
- energy relative to the best compared isomer or geometry (same formula, charge and spin) (kJ/mol) = 28.9
- ⟨S²⟩ = 6.01
- charge = -2
- spin multiplicity = 5
- HOMO-LUMO gap (spin up / spin down) (eV) = 6.8 / 6.6
- HOMO (spin up / spin down) (eV) = -3.02 / -3.47
- E (eV) = -81319.1374